[1]
The following is a DFT calculation (ωB97M-V with the def2-TZVPD basis set) of a 2-piece molecular cluster, C15H20FN6S2 overall in a non-equilibrium geometry.

Its net charge is +1.

```
44
Properties=species:S:1:pos:R:3:forces:R:3:mulliken_charge:R:1
S 1.086176 0.263282 -1.820663 -0.095 0.065 -0.115 -0.2192
S -0.466974 2.557091 -0.879526 0.093 0.045 0.060 -0.0795
F 3.513786 -2.264378 1.835237 -0.160 0.077 0.006 -0.1906
N -0.819914 0.088889 0.058038 -0.145 0.120 -0.219 0.3941
N 4.627540 0.179999 -0.403324 -0.967 0.017 -0.439 -0.1388
N 3.675671 -1.729878 0.592408 0.117 -0.141 0.089 0.3868
N -4.477452 1.299478 -0.992143 0.033 -0.044 -0.008 -0.4027
N -1.385723 -0.941121 1.927272 -0.198 -0.217 0.015 -0.6074
N 3.895129 0.337023 1.743602 0.128 0.279 -0.718 -0.3631
C -6.509065 1.329285 0.915643 -0.004 -0.017 -0.001 -0.2504
C -0.660992 0.005829 1.416963 0.110 0.223 0.138 -0.1352
C 3.285405 -2.673634 -0.462947 0.160 -0.136 -0.115 -0.9472
C 3.498595 1.607456 1.045776 -0.140 0.000 0.165 0.0821
C -0.157307 0.983642 -0.812885 0.014 -0.072 0.114 -0.0432
C 4.294194 1.622510 -0.271542 0.163 0.161 0.149 -0.5667
C -5.759894 1.356859 -1.347548 0.011 -0.002 -0.007 -0.2080
C 4.068335 -0.481712 0.605510 0.402 -0.022 0.381 0.0783
C -1.740229 -0.881470 -0.293793 0.251 -0.093 -0.279 -0.2030
C 1.222306 -1.450149 -1.244262 0.016 -0.126 0.154 -0.3992
C -4.210415 1.258268 0.311031 0.068 0.072 0.023 0.1485
C -5.179431 1.266922 1.301664 -0.050 -0.001 -0.038 -0.7408
C -2.072249 -1.494286 0.867880 -0.113 -0.211 0.111 -0.6798
C 2.609614 -1.985566 -1.643614 -0.220 -0.052 0.212 -0.7898
C -6.806224 1.376742 -0.437107 0.003 0.000 0.011 -0.3874
H -7.299294 1.340488 1.654934 -0.002 0.001 -0.001 0.3825
H 4.132512 -3.298621 -0.753003 0.071 0.182 0.040 0.3968
H 0.421639 -2.068009 -1.649300 0.074 0.080 -0.055 0.6906
H -7.828815 1.427394 -0.784651 0.002 0.001 -0.008 0.3650
H -3.159081 1.226334 0.575055 -0.024 0.028 0.069 0.3655
H -5.957856 1.390392 -2.413021 -0.016 0.001 0.003 0.3655
H 3.209164 -1.160459 -2.026433 0.090 -0.191 -0.180 0.2708
H -2.075106 -1.018737 -1.309793 -0.010 0.114 0.071 0.5187
H 4.710835 -0.231301 -1.320568 0.187 0.008 0.001 0.3409
H -4.895666 1.224072 2.344291 0.010 0.012 -0.002 0.3805
H 5.199707 2.228981 -0.241242 0.011 -0.133 0.016 0.2978
H 1.110471 -1.458539 -0.156033 -0.016 0.058 -0.079 0.2345
H 2.539811 -2.724889 -2.442415 -0.015 0.095 0.019 0.4480
H 3.656981 2.456279 1.706445 0.108 -0.034 -0.112 0.4767
H 2.561223 -3.318629 0.040371 0.082 0.000 -0.053 0.4502
H 3.671937 1.935688 -1.108948 0.055 -0.017 0.013 0.3192
H -2.791000 -2.290864 0.982872 0.073 0.057 0.154 0.4804
H 4.837376 0.497460 2.106118 -0.183 -0.194 0.446 0.3190
H 2.431839 1.538734 0.822006 0.053 0.021 0.058 -0.2471
H -0.007559 0.673142 1.961646 -0.029 -0.015 -0.087 0.4065
```
Forces are in eV/Å.



[2]
The following is a DFT calculation (ωB97M-V with the def2-TZVPD basis set) of a 4-piece molecular cluster, C19H32F9O10P overall in a non-equilibrium geometry.

As for the SMILES: CO[P@@](=O)(O)OCCC(F)(F)C(F)(F)C(F)(F)C(F)(F)F.CCOC(C)=O.CCOC(C)=O.CCOC(C)=O.

```
71
Properties=species:S:1:pos:R:3:forces:R:3:mulliken_charge:R:1
P 1.968575 2.889944 -1.594782 -3.564 2.288 -1.907 0.9181
F -4.601944 2.404025 1.044352 4.166 2.173 -0.619 -0.2779
F -0.094009 2.835425 1.349954 -2.684 -3.588 -0.850 -0.2446
F -4.449571 5.236887 0.435309 3.044 -3.128 -2.855 -0.2508
F -4.391948 3.734317 -1.465321 3.332 2.003 4.112 -0.2281
F -2.834501 3.626438 2.097576 -1.153 -1.985 -4.540 -0.2497
F -2.340121 4.970381 -0.748638 -4.760 -2.766 1.418 -0.1755
F -1.346058 1.115168 2.442782 0.940 1.852 -3.765 -0.3211
F -1.918198 2.106692 -1.259971 -1.311 -0.369 5.001 -0.2391
F -3.037149 0.603230 0.234486 2.504 3.932 -0.267 -0.2641
O -3.513177 -2.703660 1.797019 -2.190 -0.024 0.163 -0.5364
O 2.461240 3.144533 -3.282924 -0.737 -2.567 3.130 -0.4960
O 7.321328 2.100889 -1.819143 -0.142 -0.523 -0.133 -0.3405
O 0.631676 3.712738 -1.414072 4.951 -2.692 0.089 -0.5554
O -5.623270 -3.450025 1.896898 0.500 -0.275 0.244 -0.3878
O 5.369294 1.538975 -2.764312 1.897 1.154 0.414 -0.5698
O 3.309782 3.428292 -0.625591 -3.304 -1.124 -1.183 -0.1871
O 0.349094 -6.496846 1.366862 0.326 0.057 0.473 -0.3705
O 1.212214 -4.464472 1.746349 -1.453 -1.580 -0.611 -0.6032
O 1.587563 1.197043 -1.462407 1.429 3.084 1.251 -0.4007
C -0.910057 -4.500372 0.683320 -0.520 0.278 0.324 -0.6110
C -3.261226 3.049972 0.801981 -2.315 0.164 0.760 0.5347
C 6.291308 3.613072 -3.459558 0.205 0.142 -0.687 -0.9033
C -7.022486 -3.276864 2.184792 -0.162 0.138 -0.140 -0.3852
C 2.881024 4.110719 0.604529 0.687 1.459 2.191 -0.5860
C 8.380457 4.103806 -0.925405 -0.219 0.145 0.038 -0.9300
C -3.571829 4.259592 -0.310334 -1.202 2.091 -0.089 0.6075
C -0.905778 1.625038 1.090922 0.460 -0.919 0.881 1.0699
C -5.194155 -1.030425 1.896792 -0.057 0.438 0.574 -0.7706
C -4.711757 -2.449524 1.888555 1.517 -0.212 -0.342 0.6689
C 1.454470 0.755146 -0.065363 0.038 -2.024 1.408 -0.1691
C -0.110067 0.389110 0.367770 0.790 -0.394 -0.004 -0.8653
C 0.279020 -5.145720 1.328486 1.280 1.037 0.277 0.6655
C -0.750498 -7.379538 1.079766 -0.091 0.039 -0.195 -0.3618
C 6.304028 2.332050 -2.681460 -1.462 -0.950 0.048 0.7323
C -7.786752 -2.871404 0.939433 0.095 0.142 -0.205 -0.9340
C -2.266102 1.901848 0.187105 -0.282 -1.862 -0.682 0.2993
C -0.866247 -7.635533 -0.410365 0.070 0.161 -0.201 -0.9181
C 8.543386 2.859463 -1.776571 -0.026 0.215 0.060 -0.3940
H -4.469898 -0.420896 2.446685 0.008 -0.143 -0.353 0.2161
H -6.150180 -0.891304 2.397967 -0.094 -0.059 -0.200 0.3545
H -0.679883 -4.289161 -0.365376 -0.014 -0.060 0.135 0.2275
H 9.325579 4.647140 -0.851579 -0.056 -0.060 -0.002 0.3505
H 0.073800 -8.035356 -0.803181 -0.129 -0.031 0.134 0.2967
H 7.281491 4.014863 -3.665997 -0.008 0.097 0.201 0.3699
H -0.529483 -8.324027 1.588553 0.191 0.318 0.034 0.2989
H -7.389877 -4.249764 2.528685 0.361 0.097 -0.060 0.3012
H 2.036005 -0.285247 0.005036 -1.266 2.342 -0.275 0.3088
H -1.822086 -5.090926 0.746282 0.051 -0.008 -0.162 0.2872
H 7.625206 4.778215 -1.338631 0.147 -0.039 -0.034 0.2703
H -7.635730 -3.606353 0.142631 -0.058 0.016 0.181 0.2957
H -0.693184 -0.046546 -0.578534 1.232 1.390 2.109 0.2610
H 3.820619 4.749704 0.971130 -1.919 -1.510 -1.044 0.2350
H 5.697711 4.356491 -2.918889 0.057 -0.137 -0.078 0.2078
H 8.046690 3.836231 0.081996 0.136 -0.041 -0.130 0.2866
H 8.904142 3.082592 -2.786014 -0.166 0.019 0.091 0.3425
H -1.681525 -7.004597 1.517389 0.141 0.082 -0.116 0.3552
H -0.078934 -0.520478 1.140121 -0.014 2.262 -1.511 0.3540
H -1.119108 -3.559886 1.203165 0.144 -0.165 -0.223 0.1355
H -1.071671 -6.714105 -0.962415 -0.085 -0.100 0.100 0.2655
H -7.441211 -1.909551 0.550295 -0.093 -0.051 0.122 0.2633
H 2.661063 3.365556 1.510854 0.262 1.468 -2.261 0.2379
H 9.295303 2.208470 -1.317659 -0.347 -0.097 -0.111 0.3081
H 2.305252 2.296584 -3.813467 0.413 1.475 1.232 0.3028
H 1.967529 1.453722 0.726282 -1.156 -1.149 -1.743 0.0657
H -5.262253 -0.667641 0.866693 0.023 -0.039 0.174 0.1875
H -8.855997 -2.794584 1.150933 0.083 -0.025 -0.001 0.3480
H 2.010970 4.886886 0.463782 1.537 -1.929 -0.004 0.2954
H -1.667530 -8.348760 -0.618141 0.061 0.038 0.033 0.3404
H -7.170481 -2.580333 3.016566 0.107 -0.001 -0.167 0.3685
H 5.830114 3.422653 -4.433979 -0.143 0.033 0.350 0.2924
```
Forces are in eV/Å.



[3]
The following is a DFT calculation (ωB97M-V with the def2-TZVPD basis set) of a 2-piece molecular cluster, C45H54N6O4 overall in a non-equilibrium geometry.

```
109
Properties=species:S:1:pos:R:3:forces:R:3:mulliken_charge:R:1
O -3.285258 6.209703 3.165570 -0.615 -1.021 0.779 -0.6624
O -5.045327 5.609202 4.527505 1.295 -0.439 -0.701 -0.1703
O -6.020276 2.628348 7.356946 2.596 -0.225 -0.295 -0.5327
O -4.374137 1.529411 8.309722 -0.612 1.565 -1.685 -0.5862
N 0.875919 -1.164642 -1.958139 0.436 -0.192 0.026 1.1472
N 0.914696 2.051778 5.777777 -2.226 0.688 -0.125 -0.5196
N 0.969756 0.896597 -1.015298 0.360 0.511 -0.125 1.3583
N -3.740574 5.409651 3.969127 0.350 -0.343 0.751 0.7615
N -4.811959 2.329880 7.448309 -1.888 -1.331 2.141 0.9207
N -5.319611 4.675429 5.476842 1.875 -1.318 -0.172 -0.4093
C -3.210891 4.309401 4.641442 -0.810 1.106 -0.566 0.8474
C 1.992456 -4.714076 -2.543410 0.115 -0.317 0.152 -0.5299
C -1.755242 -2.529518 -4.634378 0.178 -0.034 -0.136 -1.8850
C -0.194120 2.414673 5.716967 2.063 -0.654 0.273 0.0786
C -0.308184 -4.437046 0.738065 -0.660 0.055 0.139 -0.7151
C -3.860461 2.894524 6.529665 2.219 -0.092 -0.687 -0.3809
C -2.038734 -2.246174 1.080353 0.761 -0.443 -0.224 -0.6554
C -1.544814 2.894867 5.660618 -0.788 1.408 -1.699 -0.0705
C -2.902822 -3.521940 -2.666890 -0.161 -0.214 0.056 -1.7894
C -1.645398 -4.633845 1.131243 0.276 0.066 -0.082 -0.6017
C -1.055667 3.167493 -1.837564 0.208 0.085 0.229 2.0809
C 0.516426 -0.402728 -0.849543 -2.035 -0.446 1.554 0.3267
C -1.977277 -1.269283 -2.503679 -0.108 0.491 0.106 -1.5608
C -0.326493 -0.711898 0.213349 1.171 0.334 -1.387 -0.0361
C 0.162063 -3.150880 0.512200 -0.427 0.428 0.125 -0.2042
C 2.570479 1.281339 1.633410 -0.372 -0.089 0.226 2.2868
C -4.205266 3.885113 5.534463 -2.223 1.077 1.172 0.7580
C 1.408652 -0.280771 -2.998505 -0.242 -0.739 -0.462 0.3177
C 1.299187 2.082838 1.170342 0.261 -0.363 0.030 -0.2011
C 0.761610 2.978565 2.099265 0.199 0.226 0.305 -0.0075
C -1.440805 1.826822 -2.426974 0.144 -0.373 -0.270 -1.7562
C -2.516559 2.487064 6.613634 -1.819 -0.143 0.129 -0.6800
C 2.044917 -3.367815 -2.199265 0.143 0.322 -0.179 0.9819
C 0.680113 2.012970 -0.118632 -0.085 -0.094 -0.162 -1.3719
C 4.336282 -3.996475 -1.236754 0.132 -0.176 0.106 -2.0727
C -2.491280 -3.533783 1.345715 0.242 -0.141 -0.078 -0.8019
C -1.733035 -2.625002 -3.103029 0.124 -0.202 0.231 2.1647
C -1.909410 3.789243 4.630363 0.815 -0.220 0.862 -0.2877
C -0.365604 -3.248872 -2.679782 -0.131 0.333 -0.328 0.6581
C 0.827308 -2.601900 -2.231631 0.049 -0.110 -0.360 -1.9491
C 0.808169 -5.366371 -2.810804 -0.029 -0.024 -0.143 -1.7157
C -0.463272 4.091135 0.389470 -0.157 0.326 0.348 -0.4486
C -0.243185 3.988222 -2.847665 0.202 0.171 -0.121 -1.7891
C 4.201013 -2.565779 -3.242887 0.039 0.047 -0.260 -1.9013
C 1.661668 1.029850 -2.294902 0.399 0.910 0.340 -0.9279
C -0.340173 -4.619858 -2.928842 0.047 -0.271 -0.033 -0.2449
C -0.242137 3.038670 -0.498908 -0.126 -0.100 -0.419 0.3279
C -0.720880 -2.046895 0.590478 -0.436 -0.420 0.468 0.3148
C -2.392714 3.899688 -1.620329 -0.180 0.218 0.102 -2.0529
C 3.684990 1.384710 0.596792 -0.010 0.180 -0.465 -1.7772
C 3.169633 1.847976 2.928420 -0.049 0.269 0.144 -2.1275
C 2.237443 -0.171828 1.939069 -0.095 -0.553 -0.280 -1.2904
C -0.060629 4.020715 1.711265 -0.010 -0.261 -0.423 -1.2832
C 3.509370 -2.882516 -1.908829 -0.321 -0.178 -0.064 2.1538
C 3.575335 -1.694715 -0.972872 0.103 0.583 0.074 -1.3038
H 4.356550 -3.490341 -3.813547 -0.042 0.199 0.058 0.4318
H -3.850485 -2.975670 -2.766129 0.230 -0.033 0.008 0.3628
H -0.560344 1.271702 -2.737864 -0.369 -0.002 0.062 0.1036
H 4.109630 1.322605 3.151559 -0.267 0.079 -0.130 0.4522
H -0.673166 3.893713 -3.855295 0.073 0.071 0.222 0.3870
H -0.744465 0.132648 0.756201 0.283 -0.140 0.042 0.2068
H -1.168805 -0.599581 -2.775477 -0.291 -0.009 0.016 -0.2192
H -2.987327 -4.414695 -3.297516 -0.098 0.136 0.228 0.5113
H -1.661604 -3.528389 -5.080046 0.018 0.227 0.011 0.4133
H -2.012122 1.227861 -1.708328 0.184 0.063 -0.139 0.4341
H -2.218034 1.793093 7.403127 -0.282 0.240 -0.273 0.5644
H 0.352310 -5.289485 0.589876 -0.122 0.129 0.117 0.4319
H 2.507625 1.705380 3.790385 0.206 0.089 -0.144 0.4260
H 3.226135 -1.958771 0.032375 0.080 0.101 -0.209 0.1356
H 2.318509 -0.707588 -3.434480 -0.254 0.246 0.123 -0.2223
H -2.675657 -1.372550 1.215543 0.024 -0.228 -0.059 0.4190
H 4.603342 -1.310770 -0.896454 -0.142 -0.293 0.065 0.8991
H 3.124765 -0.702615 2.318312 -0.201 0.216 0.010 0.5833
H 3.979643 2.436736 0.479278 0.038 -0.204 -0.010 0.4091
H -3.013140 3.825409 -2.524611 0.244 -0.045 0.154 0.4245
H 2.733635 1.203066 -2.135400 -0.069 -0.037 -0.063 0.6408
H 1.299317 1.893311 -2.857144 0.019 -0.283 -0.020 0.0913
H 0.804875 3.672380 -2.886064 -0.223 0.145 -0.068 0.3463
H -0.383919 4.778544 2.420122 0.220 0.040 -0.287 0.7585
H -3.511845 -3.684899 1.699444 0.251 -0.029 -0.093 0.3591
H -2.014503 -5.650867 1.275469 0.073 0.316 0.042 0.3715
H 3.797450 -4.424241 -0.382619 0.116 0.030 -0.138 0.3824
H 5.285485 -3.587142 -0.867218 -0.208 0.043 -0.081 0.4271
H -0.251290 5.048450 -2.565781 0.055 -0.164 -0.076 0.4320
H 5.181271 -2.102425 -3.062770 -0.176 -0.128 -0.033 0.4039
H -2.022591 -1.331167 -1.411625 -0.040 0.117 -0.314 0.4099
H 1.431558 -0.234064 2.682081 0.190 -0.051 -0.087 0.2816
H -2.956267 3.450532 -0.794884 0.061 0.105 -0.093 0.4012
H -1.235220 -5.121307 -3.295659 0.275 0.193 0.308 0.2038
H -2.920034 -0.836055 -2.868837 0.169 -0.186 0.014 0.8117
H -2.702031 -2.088784 -4.973179 0.162 -0.059 0.076 0.4359
H -0.926451 -1.910611 -5.002140 -0.156 -0.076 0.013 0.2978
H -2.050908 1.959969 -3.332911 0.048 0.077 0.288 0.5729
H 1.208695 -2.968719 0.254128 -0.444 -0.144 0.138 0.6584
H -2.261533 4.969540 -1.424960 -0.092 -0.212 0.031 0.5093
H 2.911596 -5.293083 -2.611917 -0.321 0.183 0.208 0.2085
H -1.203967 4.192620 3.906004 -0.104 -0.434 0.337 0.3236
H 3.614000 -1.890205 -3.874548 0.213 -0.159 0.107 0.3987
H 4.600071 -4.801180 -1.933660 -0.051 0.154 0.256 0.5591
H -2.788240 -3.826643 -1.619833 -0.068 0.018 -0.160 0.3085
H 1.033275 2.915819 3.155159 0.208 0.030 -0.469 0.2880
H 4.563516 0.807562 0.921438 -0.249 0.156 -0.058 0.3984
H 0.788539 -6.442702 -2.959321 0.045 0.162 -0.170 0.4035
H 1.888709 -0.687490 1.041640 0.121 0.066 0.421 -0.1808
H 2.974642 -0.871081 -1.345301 0.191 -0.090 0.274 -0.1974
H 3.370748 1.012915 -0.379448 0.145 0.019 0.248 0.2078
H -1.012628 4.979532 0.077302 0.022 -0.447 0.065 0.3632
H 3.405016 2.912439 2.810571 -0.052 -0.097 0.169 0.4395
H 0.670379 -0.183974 -3.813924 0.165 0.027 0.128 0.3448
```
Forces are in eV/Å.



Number 1: HOMO-LUMO gap 7.75 eV, E_HOMO -0.413 hartree. Number 2: HOMO-LUMO gap 10.05 eV, E_HOMO -0.364 hartree. Number 3: HOMO-LUMO gap 4.10 eV, E_HOMO -0.247 hartree.